{
  "formula": "C4H14NO3",
  "method": "the ωB97M-V functional and the def2-TZVPD basis",
  "e_homo_ev": -4.27,
  "orbital_gap_ev": 8.210,
  "charge": -1,
  "e_above_lowest_kj_mol": 101.4,
  "max_force_ev_per_a": 3.152,
  "species": ["C", "O", "C", "C", "C", "N", "H", "H", "H", "H", "H", "H", "H", "H", "H", "H", "H", "H", "O", "H", "H", "O"],
  "positions_angstrom": [[0.7552, -1.5048, 0.0828], [0.9840, -0.1798, 0.4999], [-0.4319, -1.6181, -0.9398], [-0.9934, -0.3528, -1.7008], [-2.1840, 0.3765, -1.0238], [-1.9002, 0.9258, 0.2960], [1.6253, -1.7510, -0.5423], [0.4408, -2.0701, 0.9610], [-0.2423, -2.3824, -1.7087], [-1.3130, -2.1082, -0.4702], [-0.1277, 0.2763, -1.8955], [-1.3542, -0.7878, -2.6367], [-3.1436, -0.1063, -1.1859], [-2.3131, 1.2310, -1.7217], [-0.9388, 1.2299, 0.2933], [-1.8811, 0.1116, 0.8961], [1.1774, 0.1309, 2.0033], [0.0782, 0.1941, 2.9760], [1.0384, 0.3672, 2.9913], [2.5137, 2.0306, 0.1721], [2.0412, 0.7536, -0.2652], [2.3530, 1.6416, -0.6786]],
  "atomic_forces_ev_per_a": [[-0.7, 2.7, -1.1], [-0.2, -0.6, -0.1], [-1.6, -0.4, -0.1], [0.2, -1.9, 1.0], [1.6, 1.8, -2.0], [-1.1, -0.8, 0.0], [0.2, -1.2, 0.8], [0.8, -0.9, -0.1], [0.6, 0.2, 0.0], [0.2, 0.4, 0.3], [-0.2, 0.5, 0.0], [0.0, 0.4, -0.3], [0.0, -0.7, 0.8], [-0.1, 0.1, 0.4], [0.5, 0.0, 0.0], [0.2, 0.0, 0.5], [0.1, 0.0, 0.1], [0.5, 0.3, 0.4], [-0.8, -0.3, -0.3], [0.3, 1.0, 0.5], [-0.7, 0.4, -0.8], [0.2, -1.1, 0.1]],
  "lowdin_charge": [-0.335, -0.375, -0.204, -0.201, -0.315, 0.000, 0.093, 0.091, 0.077, 0.086, 0.098, 0.084, 0.090, 0.091, 0.052, 0.048, -0.029, -0.001, -0.175, -0.014, -0.003, -0.158]
}